--- a ---
Density functional theory data (ωB97M-V/def2-TZVPD) for a 2-piece molecular cluster, C7H10O overall.

The LUMO energy comes out at 0.68 eV. The charge is 0. For the orbital gap, the calculation gives 9.501 eV. The value obtained for the HOMO energy is -8.82 eV. As for the SMILES: Cc1ccccc1.O.

Structure (XYZ):
```
18
Properties=species:S:1:pos:R:3:lowdin_charge:R:1
C 1.899 -1.646 -0.412 -0.053
C 1.129 -0.361 -0.469 -0.282
C -0.225 -0.558 -0.656 -0.077
C -0.963 0.549 -1.054 -0.082
C -0.249 1.767 -1.209 -0.105
C 1.065 1.962 -0.857 -0.110
C 1.726 0.879 -0.451 -0.077
H 1.368 -2.642 -0.612 0.109
H 2.482 -1.495 -1.351 0.096
H 2.671 -1.760 0.238 0.031
H -0.818 -1.493 -0.547 0.121
H -2.040 0.365 -1.183 0.105
H -0.931 2.638 -1.526 0.120
H 1.478 2.981 -0.718 0.125
H 2.653 1.088 -0.141 0.081
H -2.590 -1.747 4.060 0.017
H -3.296 -1.801 2.845 -0.001
O -3.407 -1.462 3.698 -0.016
```

***

--- b ---
Density functional theory data (ωB97M-V/def2-TZVPD) for C7H10O as an isolated structure.

The LUMO energy comes out at 1.09 eV. The charge is 0. For the orbital gap, the calculation gives 9.848 eV. The value obtained for the HOMO energy is -8.75 eV.

Structure (XYZ):
```
18
Properties=species:S:1:pos:R:3:lowdin_charge:R:1
C 2.833 -0.279 0.072 -0.033
C 1.371 0.125 -0.173 -0.340
C 0.704 1.285 -0.148 0.010
C -0.654 0.818 -0.503 -0.171
C -2.142 0.525 0.289 -0.123
C -2.074 -0.968 -0.215 -0.040
C -0.524 -0.424 0.182 -0.401
H 3.493 -0.826 -0.652 0.082
H 2.868 -0.873 1.078 0.112
H 3.699 0.403 0.172 0.064
H 1.211 2.179 0.284 0.129
H -0.882 0.698 -1.552 0.141
H -2.102 0.405 1.312 0.054
H -2.933 1.368 0.052 0.133
H -2.617 -1.864 0.145 0.099
H -2.108 -0.975 -1.332 0.096
H -0.826 -0.527 1.239 0.152
O 0.683 -1.070 -0.249 0.034
```

***

Most stable: a (next structure +0.1799 hartree)

***

--- a ---
Density functional theory data (ωB97M-V/def2-TZVPD) for a 2-piece molecular cluster, C11H18O overall.

The LUMO energy comes out at 0.79 eV. The charge is 0. For the orbital gap, the calculation gives 9.681 eV. The value obtained for the HOMO energy is -8.89 eV. As for the SMILES: CCc1ccc(O)cc1.CCC.

Structure (XYZ):
```
30
Properties=species:S:1:pos:R:3:lowdin_charge:R:1
C -0.530 -1.163 2.198 -0.317
C -1.844 -0.408 2.179 -0.121
C -0.566 -2.685 2.432 -0.103
H 0.057 -0.923 1.315 0.063
H 0.015 -0.803 3.048 0.085
H -2.514 -0.692 3.009 0.073
H -0.332 -3.234 1.530 0.058
H -2.425 -0.641 1.279 0.070
H -1.707 0.667 2.200 0.061
H 0.262 -2.943 3.112 0.069
H -1.510 -2.960 2.890 0.064
C 2.003 0.433 0.108 -0.195
C 2.879 1.676 -0.156 -0.106
C 0.778 0.502 -0.838 -0.259
C -0.029 1.602 -0.891 -0.061
C 0.570 -0.510 -1.776 -0.036
C -1.025 1.753 -1.841 -0.009
C -0.451 -0.433 -2.721 -0.001
C -1.210 0.735 -2.762 -0.325
O -2.182 0.818 -3.743 0.021
H 2.672 -0.374 -0.201 0.105
H 1.741 0.363 1.160 0.091
H 2.311 2.606 -0.047 0.061
H 0.086 2.432 -0.192 0.119
H 1.228 -1.361 -1.738 0.107
H -1.570 2.676 -1.974 0.118
H -0.553 -1.280 -3.397 0.119
H -3.032 0.789 -3.306 0.099
H 3.046 1.627 -1.242 0.082
H 3.833 1.733 0.364 0.069
```

***

--- b ---
Density functional theory data (ωB97M-V/def2-TZVPD) for a 2-piece molecular cluster, C11H18O overall.

The LUMO energy comes out at 0.80 eV. The charge is 0. For the orbital gap, the calculation gives 9.161 eV. The value obtained for the HOMO energy is -8.36 eV. As for the SMILES: CCc1ccc(O)cc1.CCC.

Structure (XYZ):
```
30
Properties=species:S:1:pos:R:3:lowdin_charge:R:1
C 0.726 1.834 1.361 -0.205
C 1.134 2.097 2.829 -0.100
C 0.266 0.418 1.180 -0.260
C -1.051 0.144 0.778 -0.044
C 1.059 -0.687 1.413 -0.046
C -1.503 -1.142 0.582 -0.024
C 0.606 -2.003 1.347 -0.006
C -0.717 -2.216 1.011 -0.335
O -1.211 -3.476 1.073 0.045
H -0.009 2.569 1.137 0.090
H 1.585 2.040 0.712 0.111
H 1.042 3.134 3.147 0.065
H -1.690 0.985 0.562 0.107
H 2.094 -0.525 1.680 0.115
H -2.550 -1.325 0.362 0.113
H 1.339 -2.779 1.495 0.115
H -2.171 -3.602 1.010 0.115
H 2.156 1.778 3.084 0.069
H 0.581 1.424 3.487 0.073
C -0.197 1.714 -3.154 -0.316
C 1.325 1.614 -3.100 -0.122
C -0.728 0.530 -3.990 -0.132
H -0.585 2.614 -3.655 0.096
H -0.736 1.816 -2.207 0.087
H 1.709 2.579 -2.766 0.064
H 1.609 0.845 -2.383 0.070
H -0.350 0.609 -5.009 0.067
H -1.822 0.508 -3.997 0.065
H 1.794 1.457 -4.050 0.061
H -0.408 -0.423 -3.579 0.063
```

***

Most stable: b (next structure +0.0033 hartree)

***

--- a ---
Density functional theory data (ωB97M-V/def2-TZVPD) for a 2-piece molecular cluster, C11H18O overall.

The LUMO energy comes out at 0.82 eV. The charge is 0. For the orbital gap, the calculation gives 9.353 eV. The value obtained for the HOMO energy is -8.54 eV. As for the SMILES: CCc1ccc(O)cc1.CCC.

Structure (XYZ):
```
30
Properties=species:S:1:pos:R:3:lowdin_charge:R:1
C 0.256 2.790 2.478 -0.303
C -0.074 1.298 2.311 -0.109
C 1.166 3.387 1.383 -0.113
H -0.698 3.293 2.332 0.081
H 0.549 2.978 3.535 0.105
H -1.121 1.078 2.346 0.060
H 2.182 3.748 1.685 0.076
H 0.482 0.733 3.054 0.068
H 0.338 0.997 1.340 0.038
H 1.391 2.697 0.594 0.040
H 0.587 4.248 1.040 0.063
C -2.068 -0.700 -1.733 -0.217
C -1.931 -1.231 -3.170 -0.085
C -0.861 -1.040 -0.869 -0.251
C -0.832 -2.306 -0.270 -0.043
C 0.315 -0.295 -1.054 -0.058
C 0.361 -2.805 0.220 0.004
C 1.523 -0.797 -0.560 -0.029
C 1.568 -2.040 0.053 -0.317
O 2.666 -2.548 0.707 -0.004
H -2.047 0.404 -1.657 0.103
H -2.994 -0.842 -1.199 0.100
H -2.114 -0.508 -3.993 0.078
H -1.696 -2.931 -0.363 0.108
H 0.206 0.617 -1.582 0.104
H 0.399 -3.762 0.725 0.111
H 2.397 -0.175 -0.718 0.113
H 3.452 -2.680 0.081 0.146
H -2.498 -2.129 -3.230 0.055
H -0.907 -1.477 -3.485 0.077
```

***

--- b ---
Density functional theory data (ωB97M-V/def2-TZVPD) for a 2-piece molecular cluster, C11H18O overall.

The LUMO energy comes out at 0.84 eV. The charge is 0. For the orbital gap, the calculation gives 8.942 eV. The value obtained for the HOMO energy is -8.10 eV. As for the SMILES: Cc1ccc(O)cc1.CC(C)C.

Structure (XYZ):
```
30
Properties=species:S:1:pos:R:3:lowdin_charge:R:1
C 1.915 -3.173 -1.331 -0.066
C 0.050 0.139 -1.510 -0.043
C 0.304 -1.210 -1.467 -0.084
C 1.188 0.947 -1.775 -0.289
C 1.606 -1.686 -1.582 -0.311
C 2.515 0.489 -2.047 -0.002
C 2.699 -0.866 -1.906 -0.058
O 1.098 2.306 -1.741 0.016
H -1.043 0.545 -1.347 0.129
H -0.506 -1.977 -1.293 0.128
H 0.186 2.657 -1.619 0.110
H 3.284 1.054 -2.409 0.083
H 2.549 -3.211 -0.319 0.122
H 2.315 -3.727 -2.161 0.063
H 3.678 -1.454 -2.063 0.143
H 0.956 -3.482 -0.905 0.051
C -1.276 0.671 1.648 -0.473
C -2.447 -0.267 1.501 -0.109
C -1.497 2.004 0.864 -0.112
C -1.088 1.039 3.156 -0.100
H -0.288 0.233 1.261 0.136
H -3.110 -0.110 0.571 0.097
H -2.330 2.595 1.275 0.077
H -0.574 2.678 0.839 0.095
H -1.752 1.817 -0.226 0.048
H -2.015 1.429 3.564 0.067
H -0.786 0.232 3.877 0.092
H -3.109 -0.150 2.436 0.097
H -2.157 -1.297 1.411 0.054
H -0.365 1.776 3.298 0.041
```

***

--- c ---
Density functional theory data (ωB97M-V/def2-TZVPD) for a 2-piece molecular cluster, C11H18O overall.

The LUMO energy comes out at 0.77 eV. The charge is 0. For the orbital gap, the calculation gives 9.142 eV. The value obtained for the HOMO energy is -8.37 eV. As for the SMILES: CCc1ccc(O)cc1.CCC.

Structure (XYZ):
```
30
Properties=species:S:1:pos:R:3:lowdin_charge:R:1
C -0.887 -0.577 2.665 -0.342
C -0.629 0.918 2.938 -0.141
C -2.194 -1.001 2.107 -0.127
H -0.643 -0.941 3.715 0.118
H -0.054 -0.808 2.009 0.082
H -0.852 1.461 1.988 0.064
H -1.320 1.420 3.617 0.066
H -3.059 -1.115 2.748 0.066
H -2.080 -2.020 1.711 0.075
H 0.466 1.076 3.046 0.076
H -2.494 -0.237 1.400 0.064
C -0.753 -0.315 -2.699 -0.197
C -1.852 0.808 -2.644 -0.075
C 0.414 -0.142 -1.786 -0.261
C 1.070 1.056 -1.539 -0.041
C 0.907 -1.267 -1.140 -0.048
C 2.330 1.100 -0.936 -0.016
C 2.171 -1.309 -0.534 -0.005
C 2.808 -0.072 -0.320 -0.337
O 3.986 -0.090 0.347 0.046
H -1.247 -1.240 -2.407 0.100
H -0.439 -0.318 -3.735 0.108
H -1.272 1.663 -2.318 0.039
H 0.588 2.012 -1.800 0.110
H 0.368 -2.211 -1.065 0.114
H 2.901 2.006 -0.696 0.114
H 2.483 -2.124 0.092 0.110
H 4.201 0.792 0.665 0.103
H -2.530 0.584 -1.835 0.059
H -2.387 0.891 -3.594 0.073
```

***

Most stable: c (next structure +0.0042 hartree)

***

--- a ---
Density functional theory data (ωB97M-V/def2-TZVPD) for a single C3H6O molecule.

The LUMO energy comes out at 0.91 eV. The charge is 0. For the orbital gap, the calculation gives 9.761 eV. The value obtained for the HOMO energy is -8.85 eV. As for the SMILES: C=C(C)O.

Structure (XYZ):
```
10
Properties=species:S:1:pos:R:3:lowdin_charge:R:1
C 0.619 -1.220 0.550 0.041
C -0.134 -0.168 0.302 -0.477
O -1.234 0.048 1.094 0.023
C 0.126 0.849 -0.754 -0.050
H 1.533 -1.556 0.116 0.051
H 0.287 -1.985 1.247 0.064
H -1.773 0.744 0.693 0.099
H 0.882 0.479 -1.451 0.084
H -0.752 0.969 -1.376 0.078
H 0.446 1.843 -0.420 0.089
```

***

--- b ---
Density functional theory data (ωB97M-V/def2-TZVPD) for a single C3H6O molecule.

The LUMO energy comes out at 1.05 eV. The charge is 0. For the orbital gap, the calculation gives 10.015 eV. The value obtained for the HOMO energy is -8.97 eV. As for the SMILES: C/C=C/O.

Structure (XYZ):
```
10
Properties=species:S:1:pos:R:3:lowdin_charge:R:1
C 0.524 0.873 0.989 -0.117
C 0.289 -0.384 0.164 -0.146
C -0.368 -0.257 -0.979 -0.226
O -0.842 -1.297 -1.747 -0.024
H 0.239 1.745 0.395 0.065
H -0.118 0.830 1.871 0.069
H 1.559 1.065 1.272 0.064
H 0.527 -1.309 0.676 0.101
H -0.543 0.698 -1.454 0.115
H -1.266 -1.963 -1.186 0.100
```

***

--- c ---
Density functional theory data (ωB97M-V/def2-TZVPD) for a single C3H6O molecule.

The LUMO energy comes out at 0.76 eV. The charge is 0. For the orbital gap, the calculation gives 10.087 eV. The value obtained for the HOMO energy is -9.32 eV. As for the SMILES: CC(C)=O.

Structure (XYZ):
```
10
Properties=species:S:1:pos:R:3:lowdin_charge:R:1
C -1.376 0.036 0.238 -0.038
C 0.133 0.043 0.510 -0.443
O 0.291 0.965 1.272 0.028
C 1.300 -0.314 -0.442 -0.018
H -1.714 1.083 0.084 0.094
H -1.526 -0.510 -0.672 0.054
H -1.938 -0.347 1.100 0.084
H 1.237 -1.204 -1.073 0.069
H 1.324 0.576 -1.093 0.090
H 2.267 -0.328 0.076 0.080
```

***

Most stable: a (next structure +0.0057 hartree)